(1)
113
Properties=species:S:1:pos:R:3:forces:R:3:mulliken_charge:R:1 method="wB97M-V/def2-TZVPD" homo_ha=-0.30250 de_lowest_ev=3.487 charge=0 e_tot_ev=-56055.6144 orbital_gap_ev=8.89
C -5.1893 -2.7392 0.7462 -0.87 -0.63 0.09 -0.62
O -4.7134 -2.3133 -0.4738 1.09 0.73 -1.43 -0.36
C -5.4558 -1.2316 -1.0778 0.80 0.13 0.76 -0.02
C -4.7141 -0.8120 -2.3760 0.38 1.23 0.13 0.23
C -3.3006 -0.3277 -1.9712 0.33 -2.79 -0.51 -1.02
N -5.2916 0.3666 -3.0424 -1.46 -0.16 0.68 -0.79
H -5.1533 -1.9780 1.5256 -0.46 0.33 0.01 0.23
H -4.6425 -3.5877 1.1575 0.49 0.00 -0.48 0.14
H -6.1761 -3.1348 0.5059 -0.66 0.16 0.95 0.38
H -6.5218 -1.4541 -1.0308 -0.20 -0.39 -1.00 0.53
H -5.3962 -0.3684 -0.4150 0.25 0.41 0.28 -0.45
H -4.7024 -1.6070 -3.1216 0.21 -0.26 0.30 0.43
H -3.2906 0.5650 -1.3458 0.00 -0.06 -0.25 0.07
H -2.7131 -0.3252 -2.8893 0.02 1.04 -0.13 0.49
H -2.8062 -1.1652 -1.4789 0.10 0.20 0.78 0.28
H -5.0204 1.1525 -2.4689 -0.21 0.41 -0.17 0.26
H -4.9443 0.5336 -3.9760 0.20 -0.31 0.08 0.29
C 4.1532 1.1962 -7.9663 1.31 1.67 -0.87 -0.84
O 3.6087 0.7526 -6.7990 -0.30 -0.77 0.84 -0.28
C 4.5708 0.3257 -5.8561 -0.45 -0.34 0.35 -0.49
C 3.7608 -0.1981 -4.7121 -1.20 -0.39 1.87 -0.61
N 4.4882 -0.8892 -3.6615 1.34 -0.50 0.40 -0.38
C 5.4497 -0.0771 -2.9223 0.74 0.02 -1.31 -0.14
C 6.1037 -0.7904 -1.7783 -0.01 0.55 -0.20 -0.90
O 5.3431 -0.4364 -0.6498 0.18 -1.36 0.94 -0.21
C 5.4340 -1.3333 0.4746 -1.25 0.54 -0.85 -0.65
H 4.8252 0.4952 -8.4613 -0.63 -0.65 -0.49 0.33
H 4.8541 2.0147 -7.8022 0.34 0.51 0.54 0.32
H 3.4076 1.7107 -8.5725 -0.25 -0.85 -0.30 0.29
H 5.2736 1.1296 -5.6375 -0.03 0.23 0.23 0.36
H 5.1519 -0.5523 -6.1380 0.25 -0.04 -0.83 0.33
H 3.0550 -0.9359 -5.0938 0.08 0.01 -0.41 0.31
H 3.1155 0.5103 -4.1927 -0.06 0.95 -0.52 0.32
H 3.8567 -1.2600 -2.9659 -0.42 -0.08 -0.22 0.27
H 5.0225 0.8663 -2.5823 0.03 0.28 0.16 0.17
H 6.3038 0.1364 -3.5649 -0.22 0.38 -0.57 0.32
H 7.1421 -0.4722 -1.6858 0.18 0.37 0.27 0.34
H 6.1957 -1.8419 -2.0506 -0.59 -0.47 0.51 0.41
H 4.4243 -1.2906 0.8831 0.15 0.23 0.67 0.06
H 6.1931 -1.0149 1.1891 0.05 -0.23 -0.04 0.33
H 5.4946 -2.3752 0.1603 0.69 -0.05 -0.12 0.36
C 0.1392 7.4535 1.5168 -0.19 -1.13 -0.78 -0.74
O -0.6966 6.7797 0.5652 0.69 0.09 -0.13 -0.36
C -0.0291 5.7079 -0.1109 -2.06 -0.95 -0.24 -0.66
C -1.1785 4.8826 -0.8311 0.19 1.93 1.45 -0.57
N -2.2838 4.7471 0.1243 1.04 -1.52 -0.55 -0.09
C -3.2707 3.7424 -0.3030 0.21 1.44 1.12 0.56
C -4.3413 3.5506 0.7717 1.82 0.59 0.47 -0.50
O -5.2122 2.6051 0.3322 -1.65 -1.68 -0.41 -0.23
C -6.3660 2.4527 1.1648 -0.07 0.89 -1.16 -0.86
H 0.4521 6.7000 2.2396 0.02 0.20 0.48 0.32
H -0.4403 8.2572 1.9710 0.18 -0.09 -0.09 0.23
H 1.0433 7.7949 1.0127 0.04 0.46 0.06 0.29
H 0.3699 4.9586 0.5728 0.47 0.36 0.55 0.30
H 0.7345 6.0622 -0.8034 0.05 0.09 -0.03 0.45
H -0.7878 3.9031 -1.1068 -0.09 0.11 -0.21 0.28
H -1.5060 5.4679 -1.6904 0.07 -0.22 -0.55 0.35
H -2.4659 5.5813 0.6637 -0.53 -0.20 -0.43 0.24
H -2.7211 2.8041 -0.3774 -0.22 -0.13 -0.32 -0.93
H -3.7094 3.9908 -1.2695 -0.24 -0.05 -0.21 0.33
H -4.8254 4.4631 1.1197 -0.22 0.50 -0.49 0.52
H -3.8093 3.1926 1.6531 0.13 -0.14 0.42 0.22
H -6.1469 2.7917 2.1772 -0.06 -0.70 0.23 0.34
H -6.8159 1.4720 1.0099 0.58 -0.26 0.57 0.24
H -7.1355 3.1149 0.7680 -0.16 0.42 0.08 0.32
C 2.4131 1.6312 -0.7581 -0.85 -1.13 0.20 -0.39
O 1.4946 0.6370 -1.2011 -0.98 -0.44 -1.02 -0.40
C 0.5129 0.1783 -0.2337 1.08 1.20 -0.13 -0.12
C -0.3360 1.3491 0.3081 -1.64 -0.45 0.26 -0.32
N -1.6252 0.8954 0.9026 -0.27 0.44 -0.31 0.48
C -1.6743 -0.0140 1.9819 -0.02 -0.36 1.37 -0.09
C -3.0549 0.0339 2.7200 0.73 -0.58 -1.39 -0.32
O -3.3812 1.2861 3.3108 -0.54 -0.23 -0.08 -0.25
C -2.8274 1.6048 4.5949 0.23 -0.01 -1.31 -0.84
H 1.8211 2.5139 -0.5165 0.58 0.31 0.39 0.08
H 3.1423 1.8470 -1.5390 -0.31 -0.10 -0.17 0.08
H 2.9519 1.1469 0.0563 0.25 0.74 0.56 0.25
H 1.1306 -0.3301 0.5066 -0.36 -0.05 0.71 0.14
H -0.1376 -0.5651 -0.6945 0.12 0.18 -0.34 0.15
H -0.7302 1.9317 -0.5246 0.66 0.02 -0.38 -0.10
H 0.2211 2.0379 0.9432 0.22 -0.13 0.32 0.44
H -2.2548 1.6006 1.2583 0.47 1.20 -0.86 -0.25
H -1.0213 0.2511 2.8134 1.02 -0.14 0.10 0.12
H -1.4213 -0.9949 1.5796 -0.26 -0.36 0.65 0.03
H -3.0467 -0.8342 3.3791 -0.22 0.21 0.64 0.52
H -3.7970 -0.1672 1.9474 -0.39 0.27 0.13 -0.31
H -3.2209 2.5622 4.9365 -0.30 -0.07 -0.29 0.26
H -1.7728 1.7749 4.3783 0.35 -0.36 0.95 0.36
H -3.0931 0.8472 5.3321 0.46 -0.16 0.03 0.29
C -2.0389 -4.3953 3.1745 -0.31 -0.44 -1.58 -0.64
O -0.6710 -4.5011 2.8417 1.06 0.19 1.10 -0.42
C -0.1277 -3.2388 2.5005 0.15 0.59 -0.48 -0.20
C 1.4070 -3.1717 2.4751 1.04 -1.00 0.42 -0.57
N 1.9262 -3.9743 3.5571 1.41 -0.48 1.70 -0.38
C 3.4197 -4.0990 3.7624 -1.25 -1.12 -1.82 -1.01
C 4.1603 -4.9691 2.6077 -0.40 1.42 2.24 -0.33
O 3.6075 -6.2769 2.6593 -0.21 -0.13 -1.50 -0.31
C 4.2939 -7.2334 1.8372 1.49 -0.51 0.75 -0.86
H -2.3476 -3.5175 3.7421 0.42 0.14 0.21 0.25
H -2.4213 -5.2986 3.6498 0.47 -0.01 0.15 0.31
H -2.4884 -4.3526 2.1823 -0.96 0.25 0.06 0.25
H -0.5171 -2.4786 3.1777 0.09 0.04 0.32 0.27
H -0.4746 -2.9558 1.5067 -0.21 0.05 -0.30 0.31
H 1.8226 -2.1712 2.5948 -0.61 0.41 0.03 0.23
H 1.8699 -3.5337 1.5571 -0.52 -0.05 -0.77 0.33
H 1.5200 -4.8953 3.4743 0.10 -0.15 0.20 0.32
H 3.6803 -4.6392 4.6725 -0.75 -0.32 0.12 0.35
H 3.8536 -3.1236 3.9822 0.10 0.23 -0.82 0.44
H 5.1819 -4.9380 2.9864 0.50 -0.46 -0.32 0.42
H 4.1506 -4.4631 1.6423 -0.34 -0.35 -0.31 0.28
H 3.9046 -8.2499 1.7799 -1.12 0.35 0.73 0.30
H 5.2601 -7.3988 2.3138 0.40 0.05 0.02 0.33
H 4.5422 -7.0680 0.7888 -0.51 1.26 -0.15 0.32

---

(2)
116
Properties=species:S:1:pos:R:3:forces:R:3:mulliken_charge:R:1 method="wB97M-V/def2-TZVPD" homo_ha=-0.30664 de_lowest_ev=0.942 charge=0 e_tot_ev=-60727.0125 orbital_gap_ev=8.79
C 5.0690 -1.0563 -2.8965 0.22 -1.90 -0.90 -0.78
O 4.9524 0.2711 -2.5695 0.24 0.26 -1.22 -0.42
C 4.5257 0.4683 -1.2822 -0.20 0.63 0.76 0.10
C 4.2471 1.9369 -1.1496 -0.42 1.12 0.55 -0.28
N 2.9692 2.3664 -1.6946 -0.91 -0.24 0.14 0.08
C 2.6514 3.7793 -1.5949 -0.09 -0.55 0.18 -0.31
C 1.3634 4.1093 -2.3307 0.80 -0.14 0.70 -0.73
O 1.5207 3.8037 -3.6958 0.07 0.26 -0.10 -0.33
C 0.5439 4.4149 -4.5169 0.04 -0.47 -0.06 -0.85
H 5.7359 -1.6278 -2.2504 0.24 0.16 0.48 0.32
H 5.4950 -1.1759 -3.8962 -0.11 0.38 0.00 0.35
H 4.1299 -1.6275 -2.8927 -0.19 0.36 0.11 0.24
H 5.3024 0.1613 -0.5608 -0.17 0.00 -0.03 0.50
H 3.6000 -0.0904 -1.0693 0.14 -0.07 0.06 -0.26
H 5.0503 2.5978 -1.4958 0.35 -0.46 -0.39 0.43
H 4.1982 2.1692 -0.0868 0.01 -0.09 0.23 -0.23
H 2.6181 1.9923 -2.5673 0.86 -0.15 -0.14 0.30
H 3.4227 4.4487 -1.9694 0.47 0.00 -0.25 0.53
H 2.5329 4.0041 -0.5335 -0.16 0.30 0.13 -0.01
H 1.2492 5.1811 -2.1528 -0.60 0.09 -0.22 0.46
H 0.5563 3.5154 -1.8862 -0.29 0.24 -0.09 0.17
H -0.4585 4.1216 -4.1799 -0.02 0.15 -0.15 0.34
H 0.7212 4.0476 -5.5273 -0.13 -0.04 0.03 0.26
H 0.6279 5.5038 -4.5450 0.03 0.07 0.25 0.32
C -3.1099 0.6069 -0.8997 -0.11 -0.20 -1.07 -0.10
O -4.1628 0.4572 0.0268 0.19 0.42 -1.26 -0.44
C -3.7562 0.1735 1.3255 -0.50 -1.58 0.33 -0.08
C -3.4096 1.3987 2.0825 0.82 1.21 0.55 -0.57
N -4.3902 2.4619 2.2018 -0.60 0.40 -0.38 -0.27
C -5.6037 2.1083 2.9120 -0.22 -1.33 -0.11 -0.48
C -6.4975 3.2632 3.2390 -0.66 0.61 0.29 -0.63
O -6.1995 3.9957 4.3958 0.48 0.38 0.32 -0.37
C -6.3808 3.2957 5.6060 0.12 0.07 -0.43 -0.69
H -2.2488 1.1655 -0.5432 0.01 0.20 0.36 0.15
H -3.4850 1.1078 -1.7972 -0.19 0.26 0.29 0.27
H -2.7416 -0.3397 -1.3050 0.01 -0.23 0.53 -0.08
H -2.9109 -0.5176 1.3798 0.30 -0.02 -0.32 -0.10
H -4.5880 -0.4371 1.6929 -0.05 0.42 0.64 0.39
H -2.5039 1.8338 1.6427 -0.19 0.10 -0.40 -0.09
H -3.0116 1.1762 3.0674 -0.35 -0.40 0.48 0.46
H -4.7394 2.7217 1.2777 0.67 0.03 0.03 0.35
H -5.3589 1.5008 3.7807 0.17 0.23 0.41 0.39
H -6.2277 1.4124 2.3347 -0.05 -0.07 -0.26 0.25
H -7.5446 2.9662 3.3342 -0.14 -0.58 -0.09 0.42
H -6.5057 3.9876 2.4313 0.28 0.14 -0.27 0.28
H -7.3401 2.7902 5.6452 -0.56 -0.02 -0.09 0.34
H -6.3578 4.0612 6.3806 0.27 -0.34 0.17 0.25
H -5.6381 2.4987 5.7241 0.22 0.32 0.33 0.23
C -0.5525 -1.9986 3.8541 0.63 -0.34 -0.15 -0.84
O -0.4100 -0.6988 3.3461 0.14 0.06 -0.41 0.08
C -0.2245 0.2414 4.3699 0.29 0.71 -0.57 -0.97
C 0.1736 1.5871 3.7956 -0.34 -0.29 0.65 -0.44
N 1.5061 1.7118 3.2893 0.92 -0.29 0.17 -0.25
C 1.8551 3.0702 2.9258 0.05 -0.01 0.14 -0.85
C 3.3049 3.2146 2.4855 -0.42 0.72 0.23 0.60
O 3.5068 4.6142 2.2749 0.11 -0.14 -0.09 -0.35
C 4.8345 4.9546 1.9426 0.10 -0.11 -0.05 -0.68
H 0.2616 -2.2417 4.5607 -0.13 0.10 -0.20 0.35
H -0.4650 -2.6609 2.9877 -0.36 -0.09 0.31 0.12
H -1.4888 -2.0917 4.3967 -0.35 -0.27 -0.04 0.33
H 0.5383 -0.1424 5.0483 -0.04 0.14 0.35 0.51
H -1.1751 0.4580 4.8619 -0.13 -0.45 0.46 0.40
H 0.0302 2.2432 4.6631 0.29 0.34 -0.21 0.38
H -0.6177 1.8512 3.0929 -0.12 0.24 -0.44 0.22
H 1.7433 1.0521 2.5441 -0.57 0.40 0.19 0.25
H 1.8171 3.7177 3.7966 -0.27 -0.03 0.46 0.49
H 1.1360 3.5227 2.2384 0.11 -0.02 -0.58 0.23
H 3.5536 2.6581 1.5782 0.00 -0.13 0.15 -0.61
H 3.9103 2.8973 3.3416 0.26 -0.26 -0.27 0.53
H 5.5669 4.4871 2.6048 -0.05 0.08 0.39 0.34
H 4.9437 6.0451 1.9814 -0.13 -0.31 0.02 0.26
H 5.1130 4.6007 0.9487 -0.15 0.05 -0.35 0.18
C -3.4118 -8.0827 -1.5287 -0.33 -0.70 0.40 -0.78
O -2.5129 -7.0085 -1.4158 -0.79 -0.35 0.32 -0.28
C -2.5127 -6.2367 -2.5707 1.31 1.38 -0.92 -0.50
C -1.9117 -4.8662 -2.2143 0.13 -0.35 -0.40 -0.49
N -1.9948 -3.8902 -3.3140 -0.39 -0.31 0.35 -0.38
C -1.4254 -2.6009 -2.9065 -0.47 -0.44 0.55 0.00
C -1.5425 -1.5184 -3.9575 0.02 -0.74 0.23 -0.75
O -1.1336 -0.3143 -3.3334 -0.31 -0.86 0.04 0.12
C -0.8362 0.6972 -4.2529 -0.18 -0.06 0.50 -0.84
H -4.4719 -7.8122 -1.5969 0.11 0.58 -0.25 0.31
H -3.3749 -8.6884 -0.6271 0.43 -0.01 0.12 0.27
H -3.1824 -8.7223 -2.3807 0.14 -0.07 -0.17 0.31
H -3.4844 -6.1218 -3.0548 -0.33 -0.12 0.24 0.38
H -1.8136 -6.6423 -3.3154 -0.34 -0.38 -0.14 0.29
H -0.8515 -5.0575 -2.0563 0.12 0.16 0.39 0.19
H -2.3671 -4.5436 -1.2740 0.02 0.30 0.07 0.30
H -2.9878 -3.7880 -3.5111 0.11 0.28 -0.16 0.31
H -0.4099 -2.7967 -2.5532 0.15 0.19 -0.51 -0.04
H -1.9281 -2.2012 -2.0238 -0.16 0.00 0.31 0.14
H -2.5882 -1.4940 -4.2986 -0.07 0.37 0.13 0.29
H -0.9765 -1.7973 -4.8487 0.46 0.34 -0.04 0.43
H -1.7069 0.8702 -4.8914 0.33 0.03 -0.48 0.39
H 0.0972 0.4298 -4.7414 -0.05 0.24 -0.72 0.38
H -0.6769 1.5826 -3.6608 0.17 0.50 0.12 0.04
O 6.0470 -4.8902 -0.0356 -0.02 -0.26 -0.21 -0.51
C 4.6835 -5.0392 0.2934 -0.84 0.23 -0.14 -0.57
C 3.8190 -3.9813 -0.4090 1.16 0.15 0.18 -0.01
O 3.8841 -4.0800 -1.8453 -0.22 -0.13 0.71 -0.52
H 6.1425 -4.9315 -1.0013 -0.20 0.03 0.38 0.32
H 4.2733 -6.0382 0.1303 0.24 -0.32 -0.62 0.33
H 4.5616 -4.9537 1.3725 0.31 0.50 0.12 0.33
H 4.2965 -3.0295 -0.1637 -0.14 0.11 -0.16 0.15
H 2.8134 -3.9437 0.0017 -0.32 -0.23 -0.23 0.20
H 3.3140 -4.8060 -2.1161 -0.01 -0.04 -0.06 0.29
O -0.4543 -1.6124 0.6111 -0.30 0.29 0.13 -0.51
C 0.7019 -1.3042 -0.1313 0.06 0.46 -1.04 -0.13
C 0.7919 0.1335 -0.5911 0.44 0.77 0.89 0.72
O 1.4577 0.9290 0.4176 0.29 0.21 -0.74 -0.22
H -0.6011 -0.9169 1.2807 0.31 -0.39 -0.10 0.05
H 1.6105 -1.4890 0.4396 0.20 -0.39 0.00 0.23
H 0.6789 -1.8637 -1.0799 0.02 -0.41 0.66 -0.07
H -0.2047 0.5362 -0.7271 -0.30 -0.01 -0.32 -0.66
H 1.3762 0.2788 -1.5072 -0.34 -0.49 -0.08 0.48
H 2.0388 1.5086 -0.1320 -0.39 -0.05 0.39 -0.40